The following is a quantum chemistry calculation of 12 unconnected molecules or ions with the total composition C5H30O13, from OMol25.

Computed properties:
calculated total energy = -1186.68611 Ha
charge = 0
energy relative to the best compared isomer or geometry (same formula, charge and spin) = 0.0 kJ/mol
frontier orbital gap = 10.4 eV
maximum force = 0.59 eV/Å

Each line ends with the natural charge from an NBO analysis.
CARTESIAN COORDINATES (ANGSTROEM)
O -0.669 0.700 -3.428  -0.999
O -2.878 -2.704 3.409  -0.992
O 3.547 2.475 0.760  -0.980
O -0.169 -3.106 3.771  -0.994
O 3.367 -0.248 -2.382  -0.967
O 1.508 -2.227 -1.197  -1.009
O -3.764 0.137 -0.092  -0.576
O 1.328 4.012 1.376  -0.982
O -2.496 2.003 -1.534  -1.012
O -0.790 -1.828 -2.593  -1.001
O 1.584 -2.575 1.723  -0.607
O -0.115 3.245 -0.793  -1.014
O 1.663 1.868 -2.554  -1.007
C 1.694 -1.448 1.280  0.509
C -1.883 0.034 1.378  -0.517
C -0.792 -0.974 1.002  -0.396
C 0.586 -0.428 1.352  -0.523
C -3.200 -0.414 0.835  0.483
H 0.774 3.856 2.145  0.469
H -3.290 -3.325 4.010  0.467
H -1.366 1.126 -2.898  0.503
H -0.992 2.848 -0.958  0.507
H -0.734 -0.903 -2.925  0.510
H -1.654 1.032 1.005  0.218
H 2.810 3.032 1.095  0.499
H -1.949 0.090 2.467  0.241
H -3.179 2.551 -1.943  0.489
H 0.160 1.151 -3.177  0.502
H -1.072 -2.344 -3.351  0.481
H 0.408 -2.848 3.021  0.505
H 0.507 2.787 -1.398  0.500
H 0.746 3.758 0.626  0.509
H 0.216 -3.880 4.187  0.483
H -3.672 -1.286 1.307  0.158
H 0.632 -0.021 2.370  0.242
H 2.843 -0.892 -1.864  0.514
H -1.914 -2.839 3.527  0.502
H 1.552 -3.161 -0.964  0.488
H -2.969 1.357 -0.955  0.511
H 0.641 -2.109 -1.654  0.515
H -0.821 -1.258 -0.048  0.226
H 2.653 -1.124 0.860  0.142
H 2.076 2.497 -3.157  0.490
H 2.305 1.119 -2.455  0.521
H 3.420 2.469 -0.192  0.456
H 3.490 -0.702 -3.225  0.483
H 0.827 0.417 0.706  0.232
H -0.972 -1.916 1.525  0.222

***

The following is a quantum chemistry calculation of 7 unconnected molecules or ions with the total composition C14H32ClF2N6O14PS in a non-equilibrium geometry, from OMol25.

Computed properties:
calculated total energy = -3333.41933 Ha
charge = 0
frontier orbital gap = 9.2 eV
maximum force = 1.92 eV/Å

Each line ends with the Löwdin charge.
CARTESIAN COORDINATES (ANGSTROEM)
Cl 0.703 1.210 -4.228  0.720
S 1.274 -3.471 -0.812  0.183
P 1.363 -2.885 -2.672  0.499
F 0.308 -0.606 -1.812  0.037
F -3.754 0.018 -1.241  -0.023
O 3.470 2.573 -8.179  0.078
O -5.673 -0.061 3.964  0.055
O -0.038 -0.492 2.527  0.061
O 3.852 0.641 0.791  0.047
O -5.112 2.697 7.213  0.058
O 5.808 1.440 1.168  0.074
O -4.694 -1.026 2.313  0.070
O -1.717 -3.213 -3.734  0.149
O -3.357 1.605 7.801  0.067
O -0.077 -2.307 3.671  0.062
O -0.596 -1.269 -3.714  -0.014
O 5.074 1.603 5.295  0.041
O 2.622 0.885 -7.152  0.042
O 6.861 0.523 5.807  0.083
N 4.625 1.349 1.409  -0.435
N 2.538 1.912 -7.787  -0.456
N -4.516 1.673 7.462  -0.458
N 5.665 0.605 5.654  -0.445
N -0.389 -1.631 2.713  -0.455
N -5.205 -0.070 2.847  -0.443
C -2.896 -0.248 -2.301  -0.364
C 4.079 2.164 2.529  0.043
C -3.667 -0.066 -3.587  0.002
C 3.221 0.459 -2.012  -0.096
C -1.553 -2.141 -3.220  -0.472
C 2.949 -0.058 -3.423  -0.275
C -5.281 0.403 7.330  0.047
C 1.518 -0.318 -3.855  -0.633
C -5.270 1.203 2.077  0.058
C 1.162 2.389 -8.098  0.044
C 4.837 -0.602 5.922  0.053
C 0.602 -1.175 -2.994  -0.694
C -2.376 -1.646 -2.089  -0.040
C -1.271 -2.234 1.688  0.032
H 5.496 -1.404 6.230  0.094
H 3.241 -0.339 -1.301  0.050
H -3.167 -2.330 -1.859  0.144
H 3.319 2.815 2.109  0.103
H -1.720 -1.609 -1.234  0.104
H -4.625 -0.421 7.580  0.095
H 3.302 0.705 -4.092  0.091
H 4.132 -0.344 6.704  0.102
H 2.687 -2.821 -3.099  -0.014
H -4.818 1.037 1.107  0.082
H 0.672 1.611 -8.675  0.101
H -5.621 0.335 6.303  0.068
H 3.577 -0.911 -3.606  0.093
H 1.239 3.309 -8.662  0.093
H -6.121 0.456 8.015  0.100
H 4.890 2.732 2.964  0.088
H 2.500 1.184 -1.691  0.071
H 0.654 2.544 -7.152  0.079
H 3.645 1.487 3.249  0.083
H -1.509 -3.246 1.989  0.100
H -2.169 -1.625 1.629  0.084
H -6.317 1.472 1.985  0.102
H 4.312 -0.850 5.006  0.099
H 1.559 -0.844 -4.792  0.107
H -2.106 0.474 -2.222  0.133
H -3.503 -0.865 -4.287  0.082
H -4.711 -0.046 -3.338  0.084
H 0.759 -3.832 -3.502  -0.006
H -3.437 0.889 -4.020  0.081
H -4.729 1.953 2.645  0.104
H -0.731 -2.226 0.744  0.023
H 4.210 0.874 -2.003  0.076

***

The following is a quantum chemistry calculation of a molecular structure, C33H43CrFNOSSb2Si in a non-equilibrium geometry, from OMol25.

Computed properties:
⟨S²⟩ = 0.83
calculated total energy = -3725.23374 Ha
charge = +2
energy relative to the best compared isomer or geometry (same formula, charge and spin) = 0.0 kJ/mol
frontier orbital gap (spin up / spin down) = 6.5 / 7.3 eV
spin multiplicity = 2
maximum force = 1.52 eV/Å

Each line ends with the Löwdin spin population.
CARTESIAN COORDINATES (ANGSTROEM)
Sb 0.971 -1.003 1.773  -0.029
Sb -2.230 -1.581 -0.670  -0.004
Cr 0.447 -0.960 -0.782  1.134
S -0.047 2.345 -0.373  0.009
Si 3.615 -0.124 -1.462  -0.001
F 0.409 -3.079 -0.910  -0.004
O -0.223 0.880 -0.872  0.016
N 2.265 -1.297 -1.151  -0.063
C -2.670 3.189 -0.650  0.000
C -3.991 3.761 1.279  0.000
C -3.689 -0.097 -0.327  0.001
C -1.748 2.970 1.588  0.000
C 0.329 4.943 -4.044  0.000
C 1.839 -4.984 -0.938  0.002
C 0.096 3.325 -1.842  0.001
C 0.526 4.633 -1.668  0.000
C -2.534 -2.744 1.140  -0.005
C 3.952 -3.181 -1.285  -0.010
C 1.460 0.798 2.765  -0.008
C 2.571 -2.293 2.266  -0.003
C 1.680 -3.629 -0.994  -0.009
C -1.865 -1.298 3.124  0.000
C 4.792 -0.185 -0.035  -0.004
C 4.183 -4.547 -1.240  0.001
C -3.534 0.066 4.239  0.000
C 2.925 1.582 -1.490  0.001
C 0.635 5.446 -2.785  0.000
C -0.459 -1.832 3.127  -0.009
C -4.531 -0.539 3.487  0.000
C 4.343 -0.453 -3.127  0.002
C 2.655 -2.671 -1.145  0.002
C -1.627 2.855 0.209  0.000
C -2.861 -1.837 2.295  0.000
C -2.217 -0.330 4.065  0.000
C -2.947 3.417 2.124  0.000
C 3.142 -5.452 -1.059  -0.014
C -0.208 2.799 -3.088  0.000
C -0.085 3.625 -4.197  0.000
C -4.188 -1.475 2.524  0.000
C -3.856 3.642 -0.104  0.000
C -3.333 -2.825 -1.987  0.000
H 2.147 1.687 -2.249  0.000
H -2.892 -3.818 -2.027  0.000
H 0.001 -1.656 4.101  -0.001
H 0.536 1.300 3.048  0.000
H -1.446 0.082 4.709  0.000
H -0.526 1.771 -3.190  0.000
H 0.420 5.582 -4.913  0.000
H -3.366 -3.404 0.892  0.000
H 5.127 -1.211 -3.149  0.000
H 4.789 -2.516 -1.439  0.000
H -0.427 -2.905 2.939  0.000
H -1.649 -3.355 1.309  0.000
H 4.780 0.478 -3.499  0.000
H -3.788 0.528 -1.211  0.000
H 4.315 0.227 0.859  0.000
H 0.766 5.014 -0.681  0.000
H -0.916 2.723 2.237  0.000
H -2.557 3.109 -1.724  0.000
H -3.368 -2.403 -2.989  0.000
H 2.540 1.903 -0.518  0.000
H -0.312 3.238 -5.182  0.000
H 5.652 0.452 -0.265  -0.001
H 2.059 1.451 2.135  0.000
H 5.180 -1.175 0.211  0.000
H 3.339 -6.514 -1.022  -0.001
H -4.677 3.912 -0.755  0.000
H 2.019 0.532 3.661  -0.001
H 0.989 -5.642 -0.816  0.000
H -4.969 -1.947 1.937  0.000
H 0.959 6.472 -2.672  0.000
H 3.563 -0.759 -3.829  0.000
H -4.342 -2.885 -1.581  0.000
H -4.628 -0.610 -0.131  0.000
H -3.417 0.513 0.532  0.000
H -5.571 -0.295 3.659  0.000
H 2.808 -2.161 3.322  -0.001
H -3.785 0.807 4.988  0.000
H 2.261 -3.322 2.088  0.000
H 3.733 2.268 -1.761  0.000
H 3.443 -2.067 1.658  0.000
H -4.916 4.138 1.695  0.000
H -3.059 3.509 3.196  0.000
H 5.195 -4.911 -1.354  0.000

***

The following is a quantum chemistry calculation of 2 unconnected molecules or ions with the total composition C2H7NO3 in a non-equilibrium geometry, from OMol25.

Computed properties:
calculated total energy = -360.88346 Ha
charge = 0
energy relative to the best compared isomer or geometry (same formula, charge and spin) = 79.3 kJ/mol
frontier orbital gap = 10.6 eV
maximum force = 1.86 eV/Å

Each line ends with the natural charge from an NBO analysis.
CARTESIAN COORDINATES (ANGSTROEM)
O -1.131 -1.764 0.278  -0.723
O 3.816 3.420 3.964  -0.951
O -3.267 -1.708 -0.440  -0.623
N -1.633 -1.062 -1.844  -0.627
C -2.091 -1.496 -0.636  0.873
C -0.314 -0.485 -2.026  -0.434
H 3.134 3.844 4.452  0.475
H -2.378 -0.712 -2.420  0.405
H -1.134 -2.698 0.462  0.502
H 0.229 -0.312 -1.089  0.224
H 4.693 3.633 4.258  0.476
H 0.438 -1.156 -2.463  0.197
H -0.361 0.498 -2.496  0.206

***

The following is a quantum chemistry calculation of 8 unconnected molecules or ions with the total composition C7H28ClO7, from OMol25.

Computed properties:
calculated total energy = -1270.37675 Ha
charge = -1
energy relative to the best compared isomer or geometry (same formula, charge and spin) = 33.4 kJ/mol
frontier orbital gap = 9.6 eV
maximum force = 0.95 eV/Å

Each line ends with the natural charge from an NBO analysis.
CARTESIAN COORDINATES (ANGSTROEM)
Cl -0.435 0.045 -0.012  -0.873
O 1.191 2.686 -0.630  -0.743
O 0.053 -0.242 -3.164  -0.760
O -2.289 1.983 1.655  -0.741
O -0.642 -0.459 3.317  -0.735
O -3.842 -0.553 -0.840  -0.746
O 1.049 -2.560 1.166  -0.765
O 3.440 2.254 0.957  -0.707
C -0.868 -1.782 3.761  -0.248
C 1.160 -1.096 -3.342  -0.244
C 1.549 2.751 -1.981  -0.239
C -3.605 2.198 1.220  -0.245
C 2.235 -2.672 0.412  -0.243
C -3.369 -1.120 -2.048  -0.246
C 3.093 1.053 1.623  -0.251
H 2.105 -0.566 -3.170  0.151
H 2.059 3.701 -2.166  0.158
H -4.161 1.260 1.115  0.161
H 3.971 0.439 1.866  0.139
H -1.752 -2.213 3.274  0.152
H 3.101 -2.467 1.053  0.155
H -1.018 -1.783 4.840  0.159
H -2.612 -0.490 -2.521  0.183
H 2.364 -3.696 0.046  0.153
H 0.680 2.726 -2.650  0.163
H 0.677 1.873 -0.487  0.493
H 1.184 -1.456 -4.376  0.162
H -3.073 -0.226 -0.359  0.488
H 1.095 -1.993 -2.718  0.163
H 2.227 -1.975 -0.428  0.174
H -0.438 -0.503 2.372  0.487
H 2.518 1.274 2.515  0.191
H -0.122 -0.221 -2.206  0.501
H 2.241 1.950 -2.281  0.138
H 0.521 -1.839 0.791  0.501
H 2.464 0.431 0.972  0.173
H -0.017 -2.434 3.535  0.172
H -4.107 2.780 2.001  0.160
H -3.694 2.793 0.303  0.150
H -4.205 -1.254 -2.733  0.160
H -1.795 1.493 0.976  0.490
H -2.913 -2.101 -1.862  0.155
H 3.980 2.012 0.202  0.451

***

The following is a quantum chemistry calculation of CH4N2S2 in the gas phase in a non-equilibrium geometry, from OMol25.

Computed properties:
calculated total energy = -946.29268 Ha
charge = 0
energy relative to the best compared isomer or geometry (same formula, charge and spin) = 246.5 kJ/mol
frontier orbital gap = 8.7 eV
maximum force = 6.18 eV/Å

Each line ends with the natural charge from an NBO analysis.
CARTESIAN COORDINATES (ANGSTROEM)
S 0.902 1.361 0.274  0.148
S -0.313 -0.332 -2.074  0.305
N -0.196 0.157 1.025  -0.730
N 0.221 -1.243 -0.914  -0.640
C 0.264 -1.058 0.401  0.189
H -1.022 0.790 -1.791  0.056
H -0.200 2.118 -0.029  0.122
H 0.394 -1.783 1.112  0.176
H -0.050 -0.011 1.997  0.374